1.
Below is a structure of composition C28H22N13ReS at a distorted geometry, with properties calculated with ωB97M-V/def2-TZVPD.

Each line ends with the natural charge from an NBO analysis.
CARTESIAN COORDINATES (ANGSTROEM)
C (-1.78, 2.73, 0.65)  0.742
C (-0.38, -4.46, 0.23)  -0.265
C (0.08, 1.43, 2.95)  0.392
C (4.83, 0.32, -0.50)  -0.162
C (3.31, 1.35, 1.09)  -0.064
N (0.15, -2.12, 0.26)  -0.574
C (0.94, 4.19, 0.79)  0.045
H (-3.22, 0.65, 4.70)  0.243
C (5.52, 2.16, 0.92)  -0.163
C (-1.86, -2.54, -4.93)  -0.189
N (-0.71, 0.42, 2.48)  -0.538
C (3.58, 0.40, 0.08)  -0.047
N (-2.30, 3.81, 0.91)  -0.522
C (4.28, 2.23, 1.53)  -0.137
C (2.34, -0.35, -0.12)  0.493
H (0.84, -5.70, -1.05)  0.242
H (-3.66, 1.13, 0.47)  0.377
C (-2.28, 0.89, 4.23)  -0.239
C (1.47, -3.66, -1.03)  -0.216
H (-2.49, -4.03, -3.54)  0.229
N (2.24, -1.48, -0.74)  -0.527
H (-1.75, -2.81, -1.54)  0.216
C (1.25, -2.37, -0.51)  0.404
N (-0.54, -0.21, -1.80)  -0.574
H (6.29, 2.85, 1.22)  0.231
C (-3.16, 4.31, 1.71)  0.416
N (1.35, 0.25, 0.60)  -0.623
N (-3.88, 0.16, 0.70)  -0.646
C (-1.51, 1.97, 4.67)  -0.114
N (-2.91, -0.71, 0.09)  -0.653
H (6.78, 1.21, -0.53)  0.229
H (4.06, 2.95, 2.30)  0.249
Re (-0.61, -0.11, 0.37)  1.674
H (2.33, -3.81, -1.66)  0.255
H (-1.39, -2.95, 1.35)  0.200
H (-3.04, -0.79, -0.93)  0.392
N (-1.28, 1.74, 0.22)  -0.714
H (-2.21, -3.11, -5.78)  0.237
N (1.32, 1.71, 2.47)  -0.447
C (-0.59, -3.17, 0.65)  0.040
N (-3.96, 4.78, 2.39)  -0.344
C (-1.62, -2.39, -2.53)  -0.272
S (1.38, 3.61, -0.67)  -0.416
H (0.06, 1.22, -4.57)  0.452
C (-1.84, 0.16, 3.15)  0.051
C (-1.03, -1.14, -2.71)  0.156
N (0.60, 4.54, 1.84)  -0.510
C (-1.26, -1.31, -5.14)  -0.207
H (-1.84, 2.58, 5.49)  0.246
H (-2.44, -0.67, 2.79)  0.200
H (-1.13, -0.90, -6.12)  0.240
H (5.04, -0.39, -1.28)  0.231
C (0.66, -4.71, -0.67)  -0.122
H (0.33, 3.04, 4.31)  0.278
C (1.90, 1.18, 1.45)  0.495
C (5.80, 1.23, -0.07)  -0.190
H (-3.09, -1.64, 0.49)  0.391
C (-0.32, 2.22, 4.03)  -0.190
N (-0.23, 0.59, -3.83)  -0.483
C (-0.84, -0.63, -4.01)  0.100
H (0.36, 1.68, -2.09)  0.278
C (-0.08, 0.79, -2.52)  0.288
C (-2.03, -3.07, -3.65)  -0.183
H (-4.82, -0.04, 0.35)  0.370
H (-1.01, -5.26, 0.58)  0.246

As for the LUMO energy (spin up / spin down): -4.08 / -5.07 eV. The value obtained for the energy relative to the best compared isomer or geometry (same formula, charge and spin) is 172.2 kJ/mol. The total charge is +1. As for the total energy: -2268.3008 Eh. The multiplicity is 4. Its HOMO energy (spin up / spin down) is -9.40 / -9.39 eV. As for the frontier orbital gap (spin up / spin down): 5.3 / 4.3 eV.

2.
Below is a structure of composition C28H22N3OPRh at a distorted geometry, with properties calculated with ωB97M-V/def2-TZVPD.

Each line ends with the natural charge from an NBO analysis.
CARTESIAN COORDINATES (ANGSTROEM)
C (-1.20, 1.45, -0.52)  0.088
H (6.10, -1.99, -3.31)  0.231
C (2.33, -2.63, 0.48)  -0.159
C (2.75, -1.91, -2.90)  -0.164
H (-3.59, 1.12, 2.78)  0.234
C (-2.54, 0.10, 5.82)  -0.161
H (-1.15, 4.68, -1.35)  0.232
C (-0.96, 3.93, 0.64)  -0.218
C (0.17, -1.03, 1.18)  -0.365
H (1.89, -2.55, -2.73)  0.232
Rh (-1.28, -0.44, -0.90)  0.829
C (-2.97, 0.65, 3.53)  -0.202
C (-0.97, 2.79, 1.46)  -0.151
H (-2.82, 0.16, 6.87)  0.234
H (1.33, 1.40, -4.51)  0.256
N (-3.02, -1.02, -1.56)  -0.691
C (0.81, 1.30, -3.56)  -0.728
P (-1.34, -0.10, 1.46)  1.169
O (0.36, -0.64, -2.25)  -0.653
C (3.63, 0.31, -3.28)  -0.170
C (-1.03, -0.69, 4.12)  -0.201
C (-1.08, 1.56, 0.85)  -0.503
H (-0.27, 1.33, -3.70)  0.247
C (5.10, -1.58, -3.23)  -0.156
C (-1.26, 2.54, -1.34)  -0.298
C (1.18, 0.02, -2.90)  0.639
H (3.18, -3.25, 0.20)  0.233
N (-7.34, 0.67, -1.04)  -0.358
H (-1.03, -2.73, 0.66)  0.238
C (-1.81, -0.05, 3.17)  -0.333
C (-6.43, -0.03, -1.19)  0.420
H (3.57, -0.98, 1.09)  0.235
H (0.87, -4.12, -0.06)  0.238
C (2.55, -1.35, 0.98)  -0.193
C (1.48, -0.55, 1.32)  -0.205
H (-4.22, 1.26, 5.15)  0.236
H (5.75, 0.44, -3.53)  0.233
C (-1.40, -0.61, 5.46)  -0.198
N (-5.42, -0.88, -1.36)  -0.586
C (-1.12, 3.80, -0.73)  -0.156
H (-1.43, 2.46, -2.40)  0.230
C (-4.21, -0.85, -1.46)  0.691
H (1.10, 2.14, -2.92)  0.264
H (-0.88, 4.91, 1.09)  0.236
C (-0.03, -2.32, 0.69)  -0.228
C (2.55, -0.53, -3.03)  -0.126
C (-3.33, 0.72, 4.86)  -0.183
H (3.48, 1.38, -3.39)  0.221
H (1.64, 0.45, 1.71)  0.233
C (4.91, -0.21, -3.36)  -0.213
H (-0.79, -1.10, 6.21)  0.235
H (-0.90, 2.88, 2.54)  0.233
C (1.05, -3.12, 0.33)  -0.208
H (4.18, -3.50, -2.94)  0.229
C (4.02, -2.43, -3.02)  -0.217
H (-0.15, -1.25, 3.83)  0.228

As for the LUMO energy: -4.91 eV. The value obtained for the energy relative to the best compared isomer or geometry (same formula, charge and spin) is 184.8 kJ/mol. The total charge is +1. As for the total energy: -1771.2622 Eh. The multiplicity is 1. Its HOMO energy is -11.17 eV. As for the frontier orbital gap: 6.3 eV.